This record from the Open Molecules 2025 dataset describes 2 unconnected molecules or ions with the total composition C9H14 in a non-equilibrium geometry. The level of theory is wB97M-V/def2-TZVPD.

Last column: Mulliken charge in e.
CARTESIAN COORDINATES (ANGSTROEM)
C: 2.575 1.468 -0.121  -1.58
C: 1.434 1.261 0.850  1.30
C: 1.101 2.364 1.544  -0.46
C: 0.042 2.083 2.402  -0.19
C: -0.383 0.853 2.900  -0.56
C: 0.175 -0.232 2.256  -0.28
C: 0.988 -0.025 1.083  -0.77
H: 2.773 0.541 -0.445  0.43
H: 3.476 1.926 0.158  0.39
H: 2.354 2.198 -0.972  0.29
H: 1.896 3.147 1.622  0.31
H: -0.363 3.135 2.693  0.23
H: -1.181 0.864 3.682  0.35
H: -0.045 -1.341 2.523  0.25
H: 1.549 -0.793 0.545  0.29
C: -2.703 -2.235 -2.245  -0.85
C: -1.423 -2.185 -3.023  -0.70
H: -3.697 -2.370 -2.538  0.37
H: -2.645 -2.876 -1.422  0.30
H: -2.687 -1.116 -1.699  0.16
H: -1.322 -3.035 -3.708  0.28
H: -1.384 -1.318 -3.779  0.25
H: -0.530 -2.315 -2.304  0.18

## Properties
Kohn-Sham gap   9.899 eV
SMILES   Cc1ccccc1.CC
Multiplicity   1
Maximum force   5.661 eV/Å
Total charge   0

This record from the Open Molecules 2025 dataset describes 2 unconnected molecules or ions with the total composition C9H14 in a non-equilibrium geometry. The level of theory is wB97M-V/def2-TZVPD.

Last column: Mulliken charge in e.
CARTESIAN COORDINATES (ANGSTROEM)
C: 0.872 -1.053 -1.530  -1.22
C: -0.024 -0.965 -0.300  0.75
C: -1.366 -0.596 -0.445  -0.33
C: -2.209 -0.621 0.643  -0.51
C: -1.675 -0.919 1.898  -0.34
C: -0.367 -1.331 2.054  -0.57
C: 0.472 -1.362 0.935  -0.31
H: 0.606 -1.878 -2.190  0.37
H: 1.832 -1.301 -1.082  0.34
H: 1.003 -0.121 -2.070  0.13
H: -1.722 -0.285 -1.418  0.37
H: -3.240 -0.288 0.652  0.35
H: -2.290 -0.912 2.790  0.35
H: -0.065 -1.782 2.991  0.35
H: 1.489 -1.735 0.925  0.28
C: 1.805 2.538 -0.429  -0.88
C: 1.279 2.942 -1.803  -0.80
H: 1.238 1.845 0.188  0.27
H: 2.754 1.966 -0.445  0.28
H: 2.218 3.460 -0.011  0.33
H: 0.445 3.620 -1.609  0.22
H: 0.964 2.212 -2.549  0.30
H: 2.071 3.501 -2.291  0.28

## Properties
Kohn-Sham gap   10.096 eV
SMILES   Cc1ccccc1.CC
Multiplicity   1
Maximum force   2.297 eV/Å
Total charge   0

This record from the Open Molecules 2025 dataset describes 2 unconnected molecules or ions with the total composition C9H14 in a non-equilibrium geometry. The level of theory is wB97M-V/def2-TZVPD.

Last column: Mulliken charge in e.
CARTESIAN COORDINATES (ANGSTROEM)
C: -1.825 2.470 -0.749  -1.43
C: -0.558 1.785 -0.310  0.89
C: -0.350 0.444 -0.539  -0.46
C: 0.835 -0.182 -0.121  -0.06
C: 1.832 0.599 0.434  -0.73
C: 1.588 1.947 0.645  -0.21
C: 0.434 2.609 0.240  -0.69
H: -2.176 3.045 0.114  0.34
H: -2.650 1.841 -1.071  0.36
H: -1.610 3.223 -1.494  0.33
H: -1.089 -0.164 -1.045  0.31
H: 0.813 -1.254 -0.189  0.22
H: 2.743 0.190 0.817  0.39
H: 2.398 2.560 1.032  0.31
H: 0.361 3.682 0.246  0.39
C: -1.065 -3.723 -0.346  -0.75
C: -0.102 -4.113 0.772  -0.81
H: -1.962 -3.306 0.072  0.27
H: -0.697 -2.907 -0.927  0.18
H: -1.281 -4.544 -1.024  0.34
H: 0.657 -4.768 0.352  0.25
H: -0.555 -4.660 1.596  0.31
H: 0.448 -3.251 1.149  0.25

## Properties
Kohn-Sham gap   10.102 eV
SMILES   Cc1ccccc1.CC
Multiplicity   1
Maximum force   2.196 eV/Å
Total charge   0

This record from the Open Molecules 2025 dataset describes 2 unconnected molecules or ions with the total composition C9H14 in a non-equilibrium geometry. The level of theory is wB97M-V/def2-TZVPD.

Last column: Mulliken charge in e.
CARTESIAN COORDINATES (ANGSTROEM)
C: -2.284 -1.303 -0.079  -1.22
C: -1.130 -0.802 -0.959  0.82
C: -1.407 0.586 -1.172  -0.07
C: -0.562 1.612 -1.704  -0.94
C: 0.551 1.089 -2.233  -0.25
C: 0.926 -0.338 -2.162  -0.51
C: 0.018 -1.278 -1.692  -0.50
H: -2.670 -2.145 -0.686  0.29
H: -2.906 -0.481 0.162  0.35
H: -2.117 -1.586 0.917  0.31
H: -2.467 0.883 -0.858  0.16
H: -0.866 2.613 -1.782  0.47
H: 1.183 1.825 -2.724  0.32
H: 1.877 -0.453 -2.575  0.45
H: 0.283 -2.363 -1.691  0.32
C: 1.960 -0.134 2.213  -0.82
C: 0.814 0.702 2.571  -0.66
H: 2.094 -1.096 2.800  0.26
H: 2.093 -0.497 1.158  0.18
H: 2.992 0.259 2.230  0.32
H: 0.891 0.849 3.638  0.32
H: -0.165 0.280 2.404  0.16
H: 0.890 1.774 2.225  0.23

## Properties
Kohn-Sham gap   9.572 eV
SMILES   Cc1ccccc1.CC
Multiplicity   1
Maximum force   4.806 eV/Å
Total charge   0

This record from the Open Molecules 2025 dataset describes 2 unconnected molecules or ions with the total composition C9H14 in a non-equilibrium geometry. The level of theory is wB97M-V/def2-TZVPD.

Last column: Mulliken charge in e.
CARTESIAN COORDINATES (ANGSTROEM)
C: -1.560 0.811 1.552  -1.21
C: -1.123 0.192 0.258  0.64
C: -0.797 0.961 -0.845  -0.20
C: -0.540 0.412 -2.097  -0.51
C: -0.565 -0.960 -2.248  -0.48
C: -0.788 -1.747 -1.127  -0.52
C: -1.054 -1.195 0.115  -0.42
H: -0.740 1.300 2.081  0.20
H: -1.934 0.014 2.195  0.36
H: -2.387 1.520 1.471  0.34
H: -0.876 2.041 -0.792  0.35
H: -0.357 1.126 -2.888  0.38
H: -0.319 -1.450 -3.180  0.36
H: -0.775 -2.822 -1.198  0.37
H: -1.356 -1.818 0.936  0.34
C: 2.237 1.133 1.395  -0.38
C: 2.921 -0.174 1.762  -0.94
H: 2.902 1.815 0.858  0.34
H: 1.321 0.957 0.826  -0.16
H: 1.868 1.750 2.224  0.27
H: 3.483 -0.542 0.898  0.26
H: 3.689 0.017 2.517  0.31
H: 2.288 -0.982 2.053  0.31

## Properties
Kohn-Sham gap   10.156 eV
SMILES   Cc1ccccc1.CC
Multiplicity   1
Maximum force   1.589 eV/Å
Total charge   0

This record from the Open Molecules 2025 dataset describes 2 unconnected molecules or ions with the total composition C9H14 in a non-equilibrium geometry. The level of theory is wB97M-V/def2-TZVPD.

Last column: Mulliken charge in e.
CARTESIAN COORDINATES (ANGSTROEM)
C: 1.298 -1.716 -1.033  -1.33
C: 1.372 -0.723 0.075  0.64
C: 1.514 0.639 -0.132  -0.32
C: 1.771 1.493 0.949  -0.54
C: 1.741 1.030 2.245  -0.36
C: 1.404 -0.310 2.461  -0.54
C: 1.230 -1.156 1.387  -0.32
H: 2.256 -1.777 -1.561  0.33
H: 0.576 -1.453 -1.810  0.28
H: 1.068 -2.732 -0.721  0.35
H: 1.606 1.083 -1.116  0.40
H: 1.841 2.543 0.685  0.34
H: 2.026 1.689 3.054  0.38
H: 1.195 -0.595 3.485  0.36
H: 0.875 -2.137 1.572  0.33
C: -2.066 0.121 -1.061  -0.62
C: -3.369 0.885 -1.309  -0.99
H: -1.950 -0.799 -1.629  0.30
H: -1.253 0.814 -1.217  0.16
H: -2.005 -0.251 -0.053  0.31
H: -3.817 1.256 -0.390  0.27
H: -4.123 0.365 -1.908  0.29
H: -3.189 1.732 -1.973  0.29

## Properties
Kohn-Sham gap   10.037 eV
SMILES   Cc1ccccc1.CC
Multiplicity   1
Maximum force   1.253 eV/Å
Total charge   0

In eV, the energy relative to the best compared isomer or geometry (same formula, charge and spin) values for the records above are, in order, 3.121 0.671 0.456 2.491 0.272 0.484.
In Ha, the energy values for the records above are, in order, -351.215511 -351.305532 -351.313440 -351.238655 -351.320188 -351.312395.
In eV, the E_HOMO values for the records above are, in order, -9.003 -9.059 -9.042 -8.587 -9.098 -9.024.